(1)
Molecular formula: C26H51O10P
Method: DFT, the ωB97M-V functional and the def2-TZVPD basis

Last column: Mulliken charge in e.
Element x y z (Å)
O (4.39028, -5.58533, -2.31374)  -0.55
C (4.22977, -4.45387, -1.89970)  0.17
C (5.37853, -3.70566, -1.27164)  -0.55
P (6.66912, -3.19575, -2.48516)  -0.02
C (2.90961, -3.77284, -2.05346)  0.63
C (2.13847, -4.05462, -3.18945)  -0.49
C (0.90402, -3.45369, -3.34463)  -0.78
C (0.41829, -2.57219, -2.38638)  0.13
C (1.17854, -2.27161, -1.26515)  -0.57
C (2.41499, -2.88998, -1.10621)  -0.48
H (5.83192, -4.33640, -0.50802)  0.37
H (5.04509, -2.78834, -0.78666)  0.30
H (6.33793, -3.99096, -3.59318)  0.03
H (6.13469, -1.95500, -2.86858)  -0.03
H (2.50797, -4.75177, -3.92931)  0.45
H (0.31233, -3.68283, -4.22135)  0.38
H (-0.56045, -2.13537, -2.52537)  0.13
H (0.81962, -1.60818, -0.48924)  0.49
H (2.99955, -2.66684, -0.22204)  0.33
C (-3.04200, -0.35282, -2.32669)  -0.79
O (-3.40736, -0.15731, -0.98209)  -0.31
C (-2.69056, -0.99605, -0.09168)  0.20
C (-2.40021, -0.30054, 1.21698)  -0.42
O (-1.38529, 0.68333, 1.13439)  -0.43
C (-1.72189, 1.94336, 0.57695)  -0.37
C (-2.57203, 2.81206, 1.47363)  -0.58
O (-3.92198, 2.38946, 1.46008)  -0.33
C (-4.61157, 2.71231, 2.64760)  -0.64
H (-3.32650, -1.35349, -2.67487)  0.33
H (-3.56264, 0.38978, -2.92824)  0.29
H (-1.96220, -0.21696, -2.46161)  0.33
H (-1.74088, -1.30880, -0.54070)  -0.34
H (-3.28775, -1.89532, 0.11174)  0.42
H (-2.00179, -1.05655, 1.89852)  0.45
H (-3.31728, 0.09807, 1.65681)  0.13
H (-2.18734, 1.83740, -0.40548)  0.17
H (-0.76347, 2.45034, 0.44645)  0.39
H (-2.51237, 3.84915, 1.11425)  0.41
H (-2.16952, 2.77656, 2.49316)  0.34
H (-4.10219, 2.30325, 3.52734)  0.24
H (-5.60142, 2.26462, 2.58201)  0.21
H (-4.72044, 3.79647, 2.76847)  0.38
C (-8.50614, -0.87571, 6.24546)  -0.77
O (-7.13726, -1.02064, 6.54364)  -0.28
C (-6.29656, -0.86462, 5.41592)  -0.57
C (-4.96312, -0.26600, 5.79716)  -0.32
O (-5.00675, 1.11777, 6.09886)  -0.37
C (-5.55181, 1.51337, 7.34646)  -0.43
C (-4.68104, 1.19868, 8.54010)  -0.60
O (-4.76392, -0.17003, 8.89080)  -0.28
C (-3.61350, -0.64000, 9.55281)  -0.77
H (-8.86846, -1.68533, 5.60131)  0.33
H (-9.04862, -0.90798, 7.18834)  0.23
H (-8.70694, 0.08366, 5.75464)  0.34
H (-6.77538, -0.22355, 4.66625)  0.34
H (-6.11517, -1.84845, 4.96118)  0.37
H (-4.31911, -0.33793, 4.91666)  0.36
H (-4.49533, -0.83843, 6.60113)  0.16
H (-6.55803, 1.11390, 7.48974)  0.19
H (-5.62611, 2.60096, 7.27978)  0.39
H (-5.02068, 1.81001, 9.38792)  0.42
H (-3.64414, 1.47294, 8.31073)  0.34
H (-2.71138, -0.46572, 8.95457)  0.34
H (-3.73720, -1.71125, 9.69846)  0.23
H (-3.48589, -0.16202, 10.53130)  0.33
C (5.90950, 4.67630, -4.65531)  -0.77
O (6.28437, 3.66350, -5.55888)  -0.29
C (7.46588, 2.98137, -5.18054)  -0.56
C (7.43762, 1.53722, -5.62219)  -0.38
O (6.57700, 0.70945, -4.85965)  -0.40
C (5.18114, 0.80817, -5.08638)  -0.39
C (4.71416, 0.23236, -6.40270)  -0.58
O (4.98876, 1.11200, -7.47715)  -0.26
C (5.13062, 0.44750, -8.71027)  -0.77
H (6.63258, 5.50031, -4.64713)  0.33
H (4.94423, 5.05996, -4.98019)  0.23
H (5.80924, 4.28371, -3.63673)  0.34
H (7.59939, 3.02035, -4.09318)  0.35
H (8.33092, 3.46895, -5.65108)  0.39
H (8.43731, 1.13136, -5.45058)  0.39
H (7.22476, 1.46251, -6.69081)  0.17
H (4.82622, 1.83435, -4.96840)  0.15
H (4.73216, 0.20253, -4.29546)  0.41
H (3.62968, 0.06415, -6.34204)  0.41
H (5.20437, -0.73538, -6.56512)  0.34
H (5.90592, -0.32599, -8.65831)  0.34
H (5.42489, 1.19111, -9.44826)  0.23
H (4.19019, -0.01653, -9.03061)  0.32

Results
HOMO level, eV: -9.1
LUMO energy, eV: 0.364
Molar mass, u: 554.66
Total charge: 0
Total energy, Ha: -2114.81260
F_max, eV Å⁻¹: 1.1
Multiplicity: 1
SMILES string: O=C(CP)c1ccccc1.COCCOCCOC.COCCOCCOC.COCCOCCOC



(2)
Molecular formula: C8H5NOS
Method: DFT, the ωB97M-V functional and the def2-TZVPD basis

Last column: natural (NBO) charge in e.
Element x y z (Å)
C (-2.13995, -0.63547, 0.53628)  0.27
C (1.43771, 1.37739, 0.78308)  -0.21
C (2.50665, 0.57424, 0.97439)  -0.43
C (0.43131, 0.71234, 0.01228)  -0.22
C (0.75044, -0.60350, -0.24638)  -0.18
C (-0.92532, 1.07697, -0.45129)  0.57
C (-0.38898, -1.39657, -0.93058)  -0.38
C (-1.66302, -0.24269, -0.78125)  -0.39
N (-2.29094, -1.17744, 1.53267)  -0.31
O (-1.38620, 2.21616, -0.46022)  -0.51
S (2.30311, -0.97246, 0.33856)  0.52
H (1.15281, 2.34761, 1.33559)  0.25
H (3.46870, 0.62780, 1.44979)  0.25
H (-0.14355, -1.31776, -2.05766)  0.24
H (-0.65081, -2.36739, -0.45755)  0.26
H (-2.46195, -0.21923, -1.57773)  0.28

Results
HOMO level, eV: -9.6
LUMO energy, eV: 0.095
Molar mass, u: 163.20
Total charge: 0
Total energy, Ha: -835.97585
F_max, eV Å⁻¹: 3.3
Multiplicity: 1
SMILES string: N#C[C@@H]1Cc2sccc2C1=O



(3)
Molecular formula: C12H16Si
Method: DFT, the ωB97M-V functional and the def2-TZVPD basis

Last column: natural (NBO) charge in e.
Element x y z (Å)
C (-2.65996, 0.21213, -0.44441)  -0.20
C (-2.30284, 1.47621, -0.04705)  -0.25
C (-0.59821, -0.76172, -0.06419)  -0.07
C (-0.14954, 0.52016, 0.15135)  0.01
C (-1.94791, -0.92322, -0.39889)  -0.03
C (-0.91621, 1.63237, 0.29340)  0.06
C (0.45124, -1.74145, -0.03900)  -0.23
C (1.65159, -1.19415, 0.31557)  0.05
C (1.54141, 0.30915, 0.45381)  -0.66
C (-2.48264, -2.33390, -0.69766)  -0.64
C (-0.41858, 2.97762, 0.74219)  -0.66
C (2.66974, -1.99308, 1.01803)  -0.63
Si (2.41446, 1.34279, -0.96139)  0.88
H (-3.68154, 0.04495, -0.81107)  0.20
H (-3.03953, 2.24499, -0.16334)  0.22
H (0.37891, -2.71546, -0.35738)  0.21
H (1.67417, 0.72350, 1.50341)  0.25
H (-1.82713, -2.96505, -1.40987)  0.22
H (-2.69717, -2.83602, 0.37991)  0.23
H (-3.42407, -2.31301, -1.36414)  0.22
H (0.13277, 2.83072, 1.71520)  0.22
H (0.33208, 3.30128, -0.03080)  0.22
H (-1.38451, 3.65052, 0.70591)  0.23
H (2.85948, -1.51010, 1.88878)  0.21
H (3.53720, -2.14699, 0.48232)  0.22
H (2.10777, -2.94583, 1.22549)  0.22
H (2.58559, 2.73413, -0.61028)  -0.18
H (1.43449, 1.37934, -2.00770)  -0.16
H (3.75891, 1.00010, -1.46818)  -0.16

Results
HOMO level, eV: -7.8
LUMO energy, eV: 0.613
Molar mass, u: 188.35
Total charge: 0
Total energy, Ha: -756.24499
F_max, eV Å⁻¹: 4.9
Multiplicity: 1
SMILES string: CC1=Cc2c(C)ccc(C)c2[C@@H]1[SiH3]



(4)
Molecular formula: C13H17N3O4S
Method: DFT, the ωB97M-V functional and the def2-TZVPD basis

Last column: natural (NBO) charge in e.
Element x y z (Å)
C (-2.03269, -3.43979, -0.08962)  -0.64
H (-1.26237, -3.30922, -0.84574)  0.20
H (-1.56921, -3.40522, 0.89306)  0.20
H (-2.47945, -4.42143, -0.22256)  0.22
C (-3.11643, -2.36398, -0.22122)  -0.20
N (-2.68578, -0.98877, -0.06794)  -0.45
C (-2.19073, -0.64978, 1.25240)  -0.23
C (-2.10544, 0.87301, 1.36394)  -0.22
N (-1.23564, 1.35235, 0.32014)  -0.71
S (-0.24935, 2.66044, 0.51832)  2.35
O (-0.52060, 3.66760, -0.46686)  -0.94
O (-0.25385, 3.01258, 1.90589)  -0.93
C (1.32973, 1.90514, 0.11352)  -0.33
C (1.99347, 2.27515, -1.04217)  -0.18
C (3.19457, 1.67708, -1.40026)  -0.25
C (3.68432, 0.70112, -0.55360)  0.11
C (2.99775, 0.33420, 0.61722)  0.31
C (1.80851, 0.92858, 0.97377)  -0.24
H (1.27237, 0.67527, 1.87160)  0.25
O (3.69612, -0.64619, 1.25813)  -0.45
C (4.81777, -0.91728, 0.53168)  0.87
O (5.64305, -1.72955, 0.81826)  -0.58
N (4.80819, -0.09303, -0.57786)  -0.61
H (5.53683, -0.09117, -1.27046)  0.43
H (3.72125, 1.96229, -2.29620)  0.23
H (1.55364, 3.04895, -1.65079)  0.25
C (-1.68119, 1.00553, -1.00406)  -0.22
C (-1.77593, -0.51904, -1.09307)  -0.23
H (-0.76014, -0.93753, -0.97605)  0.17
H (-2.16746, -0.80819, -2.07028)  0.21
H (-2.66567, 1.44651, -1.20853)  0.20
H (-0.95875, 1.40099, -1.71786)  0.22
H (-3.11128, 1.30069, 1.25449)  0.19
H (-1.68274, 1.18854, 2.31689)  0.24
H (-1.19026, -1.07485, 1.44360)  0.17
H (-2.88813, -1.03501, 1.99842)  0.21
H (-3.58394, -2.44454, -1.20690)  0.19
H (-3.89056, -2.54145, 0.53071)  0.19

Results
HOMO level, eV: -8.8
LUMO energy, eV: 0.427
Molar mass, u: 311.36
Total charge: 0
Total energy, Ha: -1369.00652
F_max, eV Å⁻¹: 1.0
Multiplicity: 1
SMILES string: CCN1CCN(S(=O)(=O)c2ccc3[nH]c(=O)oc3c2)CC1



(5)
Molecular formula: CH6F2FeO6
Method: DFT, the ωB97M-V functional and the def2-TZVPD basis

Last column: natural (NBO) charge in e.
Element x y z (Å)
Fe (0.16048, -0.00801, -0.15884)  1.59
F (-1.61747, -0.13110, -1.19551)  -0.90
F (-0.72547, -0.31616, 1.73829)  -0.89
C (1.33214, 1.93461, 1.05424)  0.91
O (1.85317, 0.73454, 0.90665)  -0.96
O (0.39257, 2.24410, 0.20127)  -0.92
O (1.31355, 2.46875, 2.21762)  -0.84
O (-3.31106, 0.09158, 1.07638)  -1.04
H (-2.40009, -0.16948, 1.34705)  0.52
H (-3.18322, 0.23343, 0.13026)  0.48
O (1.21315, 0.05118, -2.00203)  -0.94
H (2.09090, -0.15765, -2.33066)  0.47
H (0.69620, 0.33851, -2.76291)  0.49
O (0.66659, -2.06096, -0.04864)  -0.93
H (0.63138, -2.69857, 0.67018)  0.49
H (0.88720, -2.55478, -0.84335)  0.46

Results
HOMO level (alpha / beta), eV: 0.9 / 0.8
LUMO energy (alpha / beta), eV: 4.992 / 4.939
Molar mass, u: 207.89
Total charge: -2
Total energy, Ha: -1956.63794
F_max, eV Å⁻¹: 5.1
Multiplicity: 5



(6)
Molecular formula: C19H42MoNO3P3
Method: DFT, the ωB97M-V functional and the def2-TZVPD basis

Last column: natural (NBO) charge in e.
Element x y z (Å)
Mo (0.45159, 1.30231, 0.71381)  0.81
P (1.74448, -0.37661, 2.11195)  1.09
P (2.30998, 2.38821, -0.10473)  1.27
P (-0.80681, -1.71672, -0.36853)  0.80
H (0.25047, 2.42647, -1.96439)  0.27
C (0.22782, 1.46139, -1.41785)  -0.59
C (-1.04701, 1.32753, -0.72801)  -0.55
H (-1.47590, 0.42442, -0.24395)  0.24
C (3.02249, -1.44134, 1.34563)  -0.94
C (2.62388, 0.79420, 3.21832)  -0.93
C (1.02428, -1.46494, 3.38115)  -0.95
C (2.44058, 3.61534, -1.39073)  -0.97
C (1.82313, 3.41387, 1.35547)  -0.99
C (3.95774, 1.69325, 0.00721)  -0.97
C (-2.38117, -2.30455, -1.14714)  -0.93
C (-1.09560, -2.58630, 1.24843)  -0.93
C (0.42733, -2.80616, -1.19304)  -0.93
H (0.67626, 0.69771, -2.08444)  0.26
H (-1.84631, 1.94636, -1.17260)  0.31
H (3.71952, -1.77634, 2.12585)  0.30
H (3.57842, -0.90857, 0.56545)  0.25
H (2.52934, -2.30945, 0.89036)  0.26
H (3.10483, 0.21715, 4.01437)  0.30
H (1.87194, 1.45969, 3.65567)  0.28
H (3.37461, 1.38166, 2.68553)  0.23
H (1.04607, -2.50923, 3.05684)  0.27
H (-0.01474, -1.15709, 3.56677)  0.30
H (1.58611, -1.37253, 4.32111)  0.29
H (3.46135, 3.99606, -1.33651)  0.30
H (1.71681, 4.41968, -1.23168)  0.28
H (2.27032, 3.15279, -2.36222)  0.28
H (1.50283, 4.39074, 0.96423)  0.32
H (2.71460, 3.56431, 1.98232)  0.34
H (0.98850, 3.01930, 2.00089)  0.28
H (4.66611, 2.46966, -0.28250)  0.30
H (4.03138, 0.86698, -0.70617)  0.29
H (4.21882, 1.31431, 0.99471)  0.28
H (-2.89452, -3.00344, -0.46240)  0.29
H (-2.15577, -2.84378, -2.07495)  0.25
H (-3.03543, -1.43952, -1.34573)  0.23
H (-1.91028, -3.30832, 1.20374)  0.26
H (-1.37086, -1.87964, 2.02912)  0.26
H (-0.22598, -3.12701, 1.61113)  0.24
H (-0.09325, -3.50758, -1.85808)  0.26
H (1.05491, -3.38995, -0.49719)  0.27
H (1.08432, -2.18041, -1.80887)  0.23
C (-1.77441, -0.36226, -4.45924)  0.46
C (-0.49453, -0.97380, -4.51494)  -0.27
C (-0.38596, -2.05747, -5.39707)  -0.13
C (-1.52402, -2.44886, -6.12353)  0.02
C (-2.75719, -1.78268, -6.03844)  -0.18
C (-2.86448, -0.64685, -5.27629)  -0.14
O (-2.33426, 0.11045, -3.26358)  -0.62
H (-2.07653, -0.60288, -2.66951)  0.50
H (0.35474, -0.63142, -3.88709)  0.24
H (0.54699, -2.60993, -5.46927)  0.27
H (-1.48560, -3.35084, -6.71282)  0.27
H (-3.66554, -2.08675, -6.55724)  0.29
H (-3.78145, -0.16551, -4.93344)  0.28
N (-3.61967, 1.08264, 4.71826)  -0.70
C (-2.61173, 1.99859, 4.11531)  -0.35
C (-1.57515, 1.03088, 3.59109)  0.78
O (-0.52032, 1.56472, 3.17604)  -0.76
O (-1.81918, -0.20701, 3.67224)  -0.69
H (-3.31977, 0.11213, 4.39178)  0.48
H (-4.56744, 1.33519, 4.42850)  0.45
H (-3.58879, 1.14035, 5.74367)  0.46
H (-3.07950, 2.56651, 3.31199)  0.25
H (-2.20340, 2.65091, 4.88520)  0.27

Results
HOMO level (alpha / beta), eV: -19.6 / -19.6
LUMO energy (alpha / beta), eV: -14.023 / -13.912
Molar mass, u: 521.41
Total charge: +4
Total energy, Ha: -2120.18786
F_max, eV Å⁻¹: 3.2
Multiplicity: 3